Entry 1:
Entry from OMol25: a 4-piece molecular cluster, C75H69BrFN2O10 overall at a distorted geometry (ωB97M-V with the def2-TZVPD basis set).

XYZ file:
```
158
Properties=species:S:1:pos:R:3:forces:R:3:lowdin_charge:R:1
C 7.37464 -1.07246 -0.71281 -4.7 -1.3 -8.9 0.12
C 6.57984 -1.22917 -1.88896 4.7 0.8 8.1 -0.06
C 5.53320 -1.33947 -3.10673 3.4 1.5 -1.0 -0.14
N 4.17006 -1.90299 -2.90979 -1.5 0.7 -1.6 -0.09
C 3.33931 -1.40466 -1.75443 -2.8 0.2 2.3 -0.18
C 3.67819 0.05173 -1.12517 1.8 0.4 0.9 -0.13
O 2.51471 0.70363 -0.43668 -0.3 0.3 -4.1 -0.15
C 1.65656 1.37516 -1.46824 -3.2 1.7 -3.3 -0.10
C 0.21164 0.69536 -1.96533 1.1 2.8 -1.5 0.04
C -0.75559 1.36183 -3.13340 2.9 1.2 0.8 -0.17
C -2.14741 0.53522 -3.53795 1.0 0.0 0.6 -0.11
C -0.32151 2.76355 -3.86718 2.6 -2.5 3.7 -0.02
C 1.07934 3.47329 -3.35162 -1.7 -3.2 0.9 -0.01
C 2.04571 2.80663 -2.19124 -2.1 -1.4 -0.6 -0.08
C 3.40977 3.61299 -1.76901 -1.7 0.5 0.3 -0.36
C 4.57137 3.42890 -2.91600 -0.9 0.4 0.3 -0.10
C 2.96472 5.20698 -1.57005 0.7 0.3 0.1 -0.12
C 3.21829 -2.64931 -0.67238 0.5 1.6 0.0 -0.06
N 2.23714 -3.61464 -1.29353 -0.4 0.6 -0.1 -0.14
C 0.82248 -3.34928 -0.91084 -0.4 1.3 2.6 -0.21
O -0.06034 -4.56243 -0.86473 -1.9 3.5 -1.3 -0.14
C -1.42831 -3.94764 -0.92782 -4.1 1.6 0.6 -0.18
C -2.09781 -3.43632 0.47930 -1.5 0.6 -2.1 0.00
C -3.55608 -2.69909 0.61533 1.7 -1.2 -4.2 -0.04
C -4.42173 -2.44056 -0.76487 3.9 -2.0 -0.1 -0.05
C -3.77321 -2.96226 -2.21537 1.6 -0.1 3.6 -0.06
C -2.27989 -3.70832 -2.30832 -1.2 1.2 3.3 -0.01
C 2.51072 -3.98439 -2.70750 1.6 -0.8 0.8 -0.59
Br 1.28129 -3.19561 -4.10426 0.3 0.4 0.5 0.80
C 2.36520 -5.60804 -2.83456 0.3 -1.4 0.7 -0.18
C 0.99203 -6.21331 -3.44438 0.2 -2.0 -0.4 -0.19
C 1.17647 -6.59110 -5.06558 0.5 1.0 0.6 -0.18
O 0.72526 -7.98292 -5.34815 -3.0 2.5 -0.9 -0.12
C -0.72010 -7.89700 -5.60946 -3.9 -2.0 5.2 -0.29
C -1.35610 -7.39526 -7.06402 0.4 -0.3 0.5 -0.02
O -1.53600 -8.25844 -4.58207 5.3 2.4 -6.9 -0.03
C 4.02716 -3.41912 -3.16861 -0.6 -2.4 -1.5 -0.22
C 5.25214 -4.36624 -2.71519 0.8 -2.0 -0.3 -0.14
C 5.80230 -5.21221 -4.05369 0.4 -0.2 0.1 -0.16
C 7.02725 -4.44989 -4.83588 -0.1 0.0 -0.2 -0.12
F 6.50443 -3.60682 -5.97288 0.8 -1.7 2.4 -0.16
H 8.33587 -1.01723 -0.00648 -2.7 -0.2 -1.9 0.09
H 6.05504 -1.96826 -3.97766 -1.1 1.3 2.0 0.15
H 5.40644 -0.24725 -3.57283 0.3 -2.4 1.3 0.17
H 3.63996 -1.49702 -3.74912 0.8 -0.7 1.2 0.18
H 2.21398 -1.27397 -2.14326 2.5 -0.3 0.5 0.14
H 4.15163 0.79954 -1.92438 -1.2 -1.6 1.7 0.12
H 4.47640 -0.11710 -0.25446 -1.7 0.5 -1.9 0.15
H -0.16774 -0.30382 -1.48477 0.8 2.1 -0.9 0.08
H -2.97704 0.77991 -2.74904 1.5 -0.4 -1.6 0.09
H -2.50340 0.80277 -4.62143 0.8 -0.4 2.2 0.08
H -1.94718 -0.63631 -3.46167 -0.3 2.6 -0.2 0.07
H -1.02635 3.17585 -4.70724 1.7 -0.7 1.9 0.09
H 1.35234 4.50693 -3.87406 -0.4 -2.6 1.4 0.10
H 3.72678 3.24632 -0.69110 -0.5 0.5 -2.4 0.14
H 4.02843 3.07676 -3.90176 1.3 0.7 1.9 0.09
H 5.03282 4.49910 -3.10278 -0.6 -2.4 0.4 0.09
H 5.35291 2.62802 -2.55771 -1.3 1.7 -0.9 0.07
H 2.09603 5.34287 -0.78116 1.9 -0.5 -1.6 0.10
H 3.92109 5.81585 -1.21190 -2.1 -1.3 -0.7 0.09
H 2.60934 5.71711 -2.56240 0.8 -1.1 1.8 0.07
H 2.85136 -2.15684 0.33991 0.4 -1.3 -2.2 0.16
H 4.27439 -3.13853 -0.40631 -2.3 0.9 -0.9 0.15
H 0.84487 -2.99354 0.23140 0.2 -0.6 -2.5 0.16
H 0.29605 -2.43852 -1.46977 1.1 -2.2 0.6 0.11
H -1.48378 -3.58206 1.48822 -1.4 0.2 -2.5 0.11
H -3.91111 -2.34622 1.68100 0.7 -0.8 -2.5 0.09
H -5.47571 -1.88450 -0.74776 2.7 -1.4 0.0 0.10
H -4.43606 -2.72086 -3.16467 1.8 -0.8 2.0 0.09
H -1.82393 -4.04694 -3.35033 -1.2 0.8 2.5 0.08
H 3.25029 -6.13574 -3.43804 -1.8 1.5 1.2 0.11
H 2.47431 -6.03786 -1.72562 -0.2 1.2 -2.4 0.15
H 0.00028 -5.64358 -3.21928 2.1 -0.8 -0.4 0.08
H 0.85074 -7.28653 -2.93484 0.3 2.4 -1.1 0.15
H 2.33048 -6.57602 -5.37012 -2.6 0.0 0.7 0.14
H 0.57486 -5.77847 -5.68069 1.3 -1.9 0.9 0.11
H -1.38660 -6.20604 -7.08268 0.0 -2.7 0.1 0.09
H -0.68497 -7.77836 -7.95333 -1.3 0.8 1.9 0.10
H -2.45573 -7.85010 -7.15046 2.6 1.1 0.4 0.11
H 3.97223 -3.52828 -4.35989 0.3 0.5 2.7 0.15
H 4.95446 -5.23194 -1.94595 0.2 2.3 -1.6 0.14
H 6.20612 -3.88902 -2.26560 -1.9 -0.2 -0.7 0.10
H 6.23232 -6.25608 -3.67698 -0.9 2.3 -0.8 0.14
H 4.91536 -5.46375 -4.79392 1.9 0.6 1.4 0.12
H 7.80234 -5.23302 -5.27661 -1.8 1.9 0.7 0.14
H 7.59040 -3.69871 -4.12652 -1.1 -1.5 -1.4 0.12
C -3.75959 -8.29072 3.32822 -0.2 0.1 0.3 -0.06
C -4.07341 -7.33201 2.36519 -0.2 0.3 0.2 -0.06
C -4.87853 -6.24240 2.70103 0.2 -0.2 -0.1 0.00
C -5.38186 -6.11716 4.00159 0.3 -0.3 -0.4 -0.09
C -5.08825 -7.08860 4.95773 0.4 -0.3 -0.4 -0.09
C -4.26551 -8.17215 4.62347 0.1 0.0 -0.3 0.01
C -5.65419 -6.99283 6.31884 0.3 -1.1 1.0 -0.28
O -5.39387 -7.84388 7.16037 -0.2 0.6 -0.5 0.10
C -6.54477 -5.86214 6.64822 -0.4 0.3 0.5 -0.08
C -7.13451 -5.78999 7.91702 -0.2 0.2 0.1 0.01
C -7.96745 -4.71696 8.24125 0.3 -0.2 -0.2 -0.05
C -8.20577 -3.71083 7.30542 0.2 -0.1 -0.3 -0.06
C -7.62408 -3.78304 6.03882 -0.1 0.0 0.3 -0.01
C -6.79968 -4.86625 5.70662 -0.4 0.3 0.4 -0.10
C -6.21794 -4.95193 4.35252 -0.3 1.0 -1.0 -0.28
O -6.43062 -4.07047 3.52790 0.2 -0.4 0.5 0.08
H -3.12459 -9.13506 3.06900 -0.1 0.1 0.1 0.11
H -3.68947 -7.43119 1.35231 -0.1 0.0 0.2 0.11
H -5.11508 -5.49510 1.94539 0.0 -0.1 0.3 0.11
H -4.02083 -8.92726 5.36844 -0.2 0.3 -0.1 0.12
H -6.95104 -6.56974 8.65454 0.1 0.1 -0.3 0.12
H -8.42853 -4.66562 9.22524 0.1 0.0 -0.2 0.11
H -8.84876 -2.87114 7.56016 0.1 -0.2 -0.1 0.11
H -7.81864 -2.99635 5.31173 0.1 -0.3 0.1 0.12
C -3.13470 4.48897 2.13496 -0.1 -0.3 0.1 -0.06
C -3.16858 5.31296 3.25963 -0.1 -0.3 0.3 -0.06
C -3.41545 4.76512 4.51947 0.1 0.2 -0.3 0.01
C -3.64137 3.38985 4.65384 0.1 0.5 -0.4 -0.09
C -3.63184 2.56983 3.52618 0.1 0.5 -0.4 -0.09
C -3.36636 3.11888 2.26492 0.0 0.3 0.0 0.00
C -3.91790 1.12587 3.64956 0.0 -0.8 -1.0 -0.28
O -3.90621 0.40423 2.65996 0.0 0.3 0.4 0.08
C -4.22664 0.56624 4.98057 -0.2 -0.5 0.3 -0.08
C -4.55648 -0.78981 5.10377 0.0 -0.1 0.3 0.01
C -4.83680 -1.33013 6.36066 0.1 0.2 -0.3 -0.05
C -4.77955 -0.52246 7.49612 0.1 0.3 -0.2 -0.05
C -4.45672 0.82999 7.37566 -0.1 -0.3 0.0 0.01
C -4.18931 1.37729 6.11380 -0.1 -0.5 0.4 -0.09
C -3.88394 2.81653 5.99264 0.0 0.9 1.3 -0.28
O -3.83796 3.52808 6.98953 0.0 -0.5 -0.7 0.10
H -2.93319 4.91447 1.15431 0.0 -0.1 0.2 0.11
H -3.00059 6.38270 3.15657 0.0 -0.2 0.0 0.11
H -3.43524 5.41375 5.39371 0.0 -0.3 -0.1 0.12
H -3.34382 2.48272 1.38185 -0.1 0.0 0.3 0.12
H -4.60028 -1.42800 4.22263 0.0 0.3 0.1 0.11
H -5.09781 -2.38215 6.45342 0.0 0.2 0.0 0.10
H -4.99077 -0.94470 8.47618 0.0 0.1 -0.2 0.11
H -4.41875 1.45548 8.26599 0.0 0.0 -0.3 0.12
C 6.27522 11.28185 1.92166 -0.3 0.1 -0.2 -0.05
C 6.19294 9.94610 1.52921 -0.3 0.0 -0.3 -0.06
C 5.19487 9.53907 0.64239 0.3 0.1 0.2 0.00
C 4.26800 10.46874 0.15547 0.5 -0.1 0.4 -0.09
C 4.33535 11.79922 0.56706 0.5 -0.1 0.4 -0.08
C 5.34856 12.20933 1.44337 0.2 -0.2 0.1 0.01
C 3.33311 12.77816 0.09879 0.1 1.5 0.5 -0.28
O 3.39367 13.94785 0.45708 0.0 -0.8 -0.2 0.10
C 2.25254 12.32546 -0.79983 -0.6 0.1 -0.3 -0.08
C 1.26238 13.22997 -1.20517 -0.2 -0.1 -0.2 0.01
C 0.24436 12.81342 -2.06564 0.3 0.0 0.2 -0.05
C 0.21742 11.49871 -2.53007 0.3 -0.2 0.2 -0.06
C 1.19932 10.59407 -2.12346 -0.2 0.2 -0.1 0.00
C 2.21335 11.00622 -1.24869 -0.5 0.1 -0.4 -0.09
C 3.22670 10.03274 -0.79613 0.0 -1.3 -0.4 -0.28
O 3.20109 8.87590 -1.20017 0.0 0.6 0.2 0.08
H 7.05863 11.60095 2.60560 -0.2 0.0 -0.1 0.11
H 6.90747 9.22076 1.91196 -0.1 0.1 -0.1 0.11
H 5.13994 8.49565 0.33634 -0.1 0.3 0.0 0.11
H 5.41565 13.24919 1.75840 -0.2 -0.2 -0.2 0.12
H 1.27794 14.25904 -0.84968 0.2 -0.3 0.0 0.12
H -0.52644 13.51603 -2.37496 0.2 -0.1 0.1 0.11
H -0.57135 11.17585 -3.20611 0.2 0.0 0.1 0.11
H 1.16904 9.56800 -2.48628 0.2 0.2 0.2 0.12
```
Forces are in eV/Å.

Summary:
- Charge: +1
- Max |F|: 10.1 eV Å⁻¹
- LUMO energy: -2.7 eV
- E_tot: -6433.8568 hartree
- Frontier orbital gap: 0.279 hartree

=====

Entry 2:
Entry from OMol25: a 2-piece molecular cluster, C3H10N2O overall at a distorted geometry (ωB97M-V with the def2-TZVPD basis set).

XYZ file:
```
16
Properties=species:S:1:pos:R:3:forces:R:3:lowdin_charge:R:1
C -3.90590 -0.26350 -1.07737 -1.7 -2.7 2.0 -0.10
N -2.57765 -0.68447 -0.63102 1.3 1.0 2.1 -0.08
O -2.19683 -0.24027 0.46339 -1.8 -0.8 -3.0 -0.05
H -4.12428 -0.42388 -2.11938 0.6 0.1 -0.4 0.06
H -4.53674 -1.13074 -0.54041 1.1 1.7 -1.1 0.14
H -4.32070 0.64326 -0.69215 0.2 0.8 0.3 0.06
C 0.64219 -0.06096 0.92071 0.8 1.3 -2.5 -0.13
C 2.13745 -0.11342 1.26409 -1.6 -4.2 1.5 -0.42
N 2.96018 0.67365 0.48411 1.7 2.3 1.3 -0.02
H 0.34365 0.99797 1.04207 -0.1 -0.3 -0.5 0.07
H 0.67183 -0.36096 -0.20492 -0.7 0.8 1.7 0.10
H -0.16336 -0.62356 1.38302 0.9 -0.5 0.5 0.04
H 2.41333 -1.22220 1.08188 -0.3 1.1 0.9 0.12
H 2.29284 0.15005 2.31645 0.1 -0.3 -0.1 0.10
H 2.85233 0.64781 -0.47520 -0.3 -0.4 -2.1 0.04
H 3.92094 0.54205 0.77815 -0.1 0.2 -0.5 0.08
```
Forces are in eV/Å.

Summary:
- SMILES: CN=O.CCN
- Charge: 0
- Max |F|: 4.7 eV Å⁻¹
- LUMO energy: -0.3 eV
- E_tot: -304.9116 hartree
- Frontier orbital gap: 0.304 hartree

=====

Entry 3:
Entry from OMol25: a 14-piece molecular cluster, C21H70O21 overall at a distorted geometry (ωB97M-V with the def2-TZVPD basis set).

XYZ file:
```
112
Properties=species:S:1:pos:R:3:forces:R:3:lowdin_charge:R:1
C 11.71340 14.26065 14.34958 0.2 -0.1 1.3 -0.12
O 12.78815 13.35096 14.06518 -0.9 0.0 0.1 -0.13
H 11.31404 14.13119 15.38721 0.3 -0.1 -0.7 0.10
H 12.09796 15.26236 14.30802 0.3 0.5 -0.1 0.07
H 10.90494 14.20874 13.64148 -0.3 -0.2 -0.4 0.05
H 12.53789 12.51502 14.48950 0.3 -0.2 0.0 0.05
C 14.71423 10.45489 13.10803 -0.3 0.4 -0.1 -0.10
O 15.33333 11.72539 12.77361 -1.9 0.0 -0.9 -0.15
H 14.33214 10.50663 14.11147 0.0 0.1 0.6 0.05
H 13.82808 10.23347 12.49816 0.4 0.1 -0.2 0.08
H 15.40704 9.61695 13.05377 0.2 0.3 -0.2 0.08
H 14.59820 12.29562 12.37070 1.6 -0.5 0.8 0.08
C 15.08761 7.86359 16.35506 1.3 -1.0 0.6 -0.15
O 14.34721 6.63865 16.51989 0.1 1.3 0.2 -0.12
H 14.79552 8.47274 15.53768 -0.5 0.2 -1.1 0.04
H 15.11924 8.49257 17.21468 -0.8 0.5 1.1 0.06
H 16.17173 7.68081 16.30873 -0.4 -0.7 -0.7 0.09
H 13.52191 6.92631 16.94223 0.2 -0.4 -0.3 0.08
C 11.81645 6.18544 14.23325 -0.3 0.4 -0.4 -0.15
O 12.39317 7.47208 14.02216 -0.4 -0.6 0.4 -0.14
H 12.48450 5.49156 14.73799 0.4 -0.2 -0.4 0.07
H 11.00516 6.29661 14.90749 -0.9 0.4 0.8 0.06
H 11.32213 5.78983 13.32688 0.7 -0.1 0.1 0.08
H 13.15975 7.32533 13.45093 0.2 0.5 -0.3 0.02
C 15.01454 15.89444 7.99133 -2.1 0.1 -0.7 -0.15
O 14.94252 14.59276 8.53116 1.9 -0.5 0.0 -0.16
H 15.65408 16.00551 7.12518 0.6 -0.3 -0.1 0.07
H 13.98172 16.02576 7.56421 0.9 0.7 0.7 0.10
H 15.31508 16.61766 8.75231 -0.3 0.2 -0.1 0.07
H 15.89220 14.32943 8.63789 -1.1 -0.4 0.4 0.07
C 11.92767 6.60845 8.92490 2.1 1.7 -0.4 -0.07
O 11.53676 7.96055 9.40638 1.4 -2.2 0.6 -0.14
H 12.40610 6.69162 7.91395 -0.7 0.0 0.6 0.09
H 12.76106 6.18639 9.55090 -1.0 0.8 -0.1 0.08
H 11.14059 5.89893 8.88356 -1.0 -0.3 0.1 0.06
H 10.84082 8.32502 8.87023 -0.9 0.3 -0.8 0.02
C 11.44124 12.45163 6.02994 0.0 -1.5 -0.9 -0.13
O 10.89662 11.75742 7.16156 -0.1 0.0 0.0 -0.18
H 11.48820 13.52897 6.29556 0.1 -0.6 -0.8 0.08
H 12.44176 11.96537 5.83769 -0.6 1.1 0.0 0.08
H 10.81574 12.17984 5.08239 0.8 0.9 1.9 0.11
H 11.47342 11.98331 7.91290 -0.1 -0.3 0.0 0.04
C 16.62937 6.56101 11.95242 -1.8 1.7 1.5 -0.28
C 15.09751 6.32194 11.91425 0.9 0.3 0.9 -0.20
O 14.41989 7.52115 12.27477 0.4 -0.2 -0.9 -0.13
O 17.21648 5.36204 11.62802 -0.7 -0.7 -1.1 -0.03
H 16.88727 6.87878 13.02024 -0.3 -0.3 -1.3 0.14
H 16.78655 7.44929 11.29812 0.6 -0.6 0.0 0.12
H 14.91936 5.62413 12.74535 -0.4 -0.3 -0.7 0.13
H 14.78740 5.98627 10.90579 0.1 -0.2 0.6 0.12
H 14.44087 8.08286 11.47245 -0.3 0.2 0.4 0.05
H 18.10894 5.37472 11.89394 1.6 -0.1 0.4 0.07
C 14.40774 15.33172 11.81671 1.1 0.6 -1.1 -0.21
C 15.41137 15.47886 12.97934 -0.8 0.9 -1.6 -0.22
O 16.75858 15.12796 12.67883 -0.4 -2.3 0.7 -0.07
O 14.15191 14.00654 11.42316 0.1 -0.9 0.0 -0.09
H 14.72840 15.87932 10.87315 -0.1 -0.3 1.3 0.13
H 13.46440 15.74692 12.11574 -0.5 0.5 0.4 0.10
H 15.02750 14.89170 13.77618 -0.3 -0.5 1.0 0.10
H 15.34821 16.53962 13.23787 0.3 0.0 0.2 0.12
H 16.81736 14.19037 13.04836 0.4 1.7 -0.9 0.11
H 14.45449 13.91959 10.51159 -0.1 0.0 -0.2 0.04
C 9.49284 14.24098 9.36540 1.1 1.0 -0.3 -0.26
C 9.72194 14.49392 10.85174 -2.7 -1.3 -1.0 -0.32
O 11.01599 14.72867 11.10414 2.9 0.1 0.8 -0.04
O 8.15795 13.93151 9.12376 -0.5 -0.9 -0.3 -0.05
H 10.30250 13.53657 8.98716 -1.2 0.2 0.4 0.12
H 9.64763 15.14662 8.77324 0.2 0.2 0.2 0.12
H 9.24864 13.61646 11.34522 0.7 -0.2 0.2 0.11
H 9.06526 15.27996 11.22877 0.4 0.6 -0.3 0.13
H 11.61016 14.01340 10.77510 -0.7 0.6 0.3 0.09
H 7.97707 13.09036 9.55320 -0.2 -0.1 0.0 0.07
C 8.14953 9.73584 8.54333 0.8 1.5 0.5 -0.17
C 8.26250 9.97828 10.09823 -1.3 0.6 -2.7 -0.27
O 8.37010 8.78794 10.77483 0.5 -1.0 0.9 -0.04
O 9.42252 9.25913 8.06627 -0.4 -0.6 0.2 -0.09
H 7.93841 10.67832 7.99306 0.0 -0.3 0.6 0.12
H 7.36901 9.04830 8.28203 -0.3 -0.7 0.1 0.11
H 7.35965 10.51731 10.44418 0.3 -0.4 0.0 0.13
H 9.09374 10.65092 10.17948 0.8 0.4 0.6 0.10
H 9.22592 8.36089 10.59651 -0.3 0.3 0.0 0.09
H 9.83973 9.95980 7.56308 0.3 0.5 -0.2 0.05
C 18.07453 12.51597 9.71052 -0.6 -2.3 1.7 -0.21
C 17.91426 11.31602 10.70872 2.4 -0.6 -3.1 -0.29
O 17.89046 11.69689 12.00322 0.0 0.4 1.1 -0.03
O 16.97287 13.35043 9.89432 -0.2 1.6 0.3 -0.08
H 17.92338 12.06557 8.75994 0.4 -0.1 -1.2 0.11
H 19.05357 12.93591 9.85399 0.3 0.7 -0.2 0.12
H 18.80115 10.63985 10.56559 -0.5 0.4 -0.1 0.13
H 17.07016 10.74435 10.30881 -0.5 0.0 0.7 0.10
H 16.95928 11.66389 12.21492 -1.0 0.3 1.0 0.02
H 17.11965 13.91879 10.67191 -0.2 -0.2 -0.1 0.09
C 14.26288 10.06345 9.04269 1.0 0.6 -0.2 -0.21
C 14.11123 11.54351 9.36870 -1.2 -0.3 -0.4 -0.19
O 12.75080 11.99684 9.61107 1.0 0.5 -1.9 -0.05
O 13.96670 9.15739 10.09214 -1.7 0.1 -0.7 -0.10
H 15.31417 9.90171 8.74452 -0.2 0.1 0.2 0.12
H 13.68932 9.89816 8.14325 -0.6 -0.6 -0.2 0.12
H 14.41631 12.12930 8.51047 0.2 0.0 -0.2 0.11
H 14.72621 11.80563 10.18790 0.7 0.3 1.0 0.07
H 12.35912 11.51580 10.30432 -0.8 -1.1 1.7 0.04
H 13.01664 8.86992 9.91872 1.0 0.0 0.4 0.08
C 9.92575 11.42143 13.27263 0.8 0.2 -0.4 -0.21
C 10.51147 10.43970 14.29750 -0.5 -0.7 -0.1 -0.21
O 11.91027 10.61042 14.53203 -0.1 -0.4 1.1 -0.11
O 10.91068 11.82017 12.28196 0.2 0.6 1.1 -0.10
H 9.36076 12.26205 13.72927 0.9 0.0 -0.1 0.12
H 9.14774 10.84962 12.76929 0.1 0.0 -0.4 0.10
H 10.35167 9.42848 13.89501 0.2 0.2 0.2 0.11
H 9.88130 10.54990 15.19819 0.5 -0.1 0.0 0.12
H 12.23400 9.84378 15.08111 -0.6 1.0 -1.1 0.11
H 11.64302 12.35138 12.73274 -1.2 -0.9 -0.6 0.07
```
Forces are in eV/Å.

Summary:
- Charge: 0
- Max |F|: 4.0 eV Å⁻¹
- LUMO energy: 0.5 eV
- E_tot: -2421.9048 hartree
- Frontier orbital gap: 0.366 hartree

=====

Q: Which value of charge does entry 1 give?
A: +1

=====

Q: Which of these has the lowest max |F|?
A: C21H70O21

=====

Q: What is the formula in the third record?
A: C21H70O21

=====

Q: Among the records above, which one has the highest max |F|?
A: C75H69BrFN2O10